Model P:
16
Properties=species:S:1:pos:R:3 method="wB97M-V/def2-TZVPD" gap_ev=9.5 lumo_energy_ha=0.03985
N -1.27506 -1.32662 -1.46529
C -1.04798 0.08762 -1.60343
N 0.07542 0.64015 -0.92430
C -0.03094 0.86483 0.50265
C 0.57260 -0.25487 1.38821
O 1.80105 0.13719 1.99632
H -2.04829 -1.72119 -0.97208
H -0.73040 -1.91314 -2.06855
H -0.99311 0.37366 -2.65528
H -1.93074 0.62686 -1.24328
H 0.96546 0.30125 -1.25078
H 0.50011 1.76185 0.77595
H -1.08878 0.97012 0.69600
H -0.10668 -0.55762 2.18931
H 0.77964 -1.10674 0.74421
H 1.68291 0.95420 2.49530

=====

Model Q:
16
Properties=species:S:1:pos:R:3 method="wB97M-V/def2-TZVPD" gap_ev=9.3 lumo_energy_ha=0.00849
C 0.57938 0.43904 -1.92840
N 0.44638 1.07878 -0.83843
C 0.37027 2.51738 -0.79594
H 0.02668 0.75473 -2.84160
H 1.44620 -0.22218 -1.99783
H 1.40259 2.90088 -0.61003
H 0.08253 3.03081 -1.73206
H -0.24705 2.85071 0.04639
N 0.31330 -2.24403 1.78400
C -0.97856 -1.89225 1.19582
O -1.18125 -0.52062 1.03749
H 0.95098 -1.54212 1.43207
H 0.28226 -2.32600 2.78765
H -1.80039 -2.23195 1.84412
H -1.00739 -2.50072 0.28657
H -0.68592 -0.09246 0.33019

=====

Model R:
16
Properties=species:S:1:pos:R:3 method="wB97M-V/def2-TZVPD" gap_ev=9.7 lumo_energy_ha=0.03872
C 0.73151 1.69556 -0.70119
C 0.05345 0.40309 -0.30103
C -1.31555 0.19519 -0.93401
O -0.00252 0.36086 1.11265
N -0.32480 -0.91784 1.54439
N 0.81988 -1.95069 0.74241
H 1.70135 1.78321 -0.21398
H 0.86910 1.71868 -1.78036
H 0.12115 2.55295 -0.41825
H 0.67761 -0.56795 -0.49402
H -1.98074 1.02014 -0.66909
H -1.75492 -0.73057 -0.57423
H -1.21764 0.15845 -2.01592
H -0.15755 -0.84485 2.55522
H 1.53929 -2.09348 1.44961
H 0.24039 -2.78273 0.69778

=====

Referenced to the most stable arrangement, the calculated values in hartree are model P 0.0000; model Q 0.0537; model R 0.0975.

=====

Model P:
16
Properties=species:S:1:pos:R:3 method="wB97M-V/def2-TZVPD" gap_ev=8.9 lumo_energy_ha=0.02539
C -0.60184 0.18789 0.63865
C -0.52109 -1.17300 -0.01587
C 0.90249 -1.61456 -0.35238
N 0.08732 1.40409 -0.51316
N -1.82110 0.80673 0.68726
O 1.43931 1.91580 -0.62904
H 1.69464 2.11423 0.28010
H -0.12354 1.08421 -1.46158
H 0.08919 0.26632 1.49233
H -1.95217 1.29186 1.57294
H -0.86301 1.93136 -0.16527
H -0.98066 -1.88377 0.67697
H -1.15648 -1.15584 -0.90589
H 0.90286 -2.59529 -0.82926
H 1.38833 -0.90587 -1.02528
H 1.51576 -1.67417 0.54951

=====

Model Q:
16
Properties=species:S:1:pos:R:3 method="wB97M-V/def2-TZVPD" gap_ev=9.9 lumo_energy_ha=0.03621
N 1.56655 1.66809 0.74930
C 0.08459 1.35068 0.73779
C -0.50491 0.76210 -0.56554
N -1.08651 -0.58377 -0.43539
C -0.39407 -1.79369 -0.11900
O 0.01099 -2.54892 -1.22470
H 2.03162 1.66651 -0.15248
H 1.91627 0.93543 1.34085
H -0.47370 2.29035 1.10553
H 0.08157 0.53940 1.46027
H -1.20894 1.46770 -1.02934
H 0.43251 0.73548 -1.15865
H -1.77297 -0.38409 0.30300
H 0.53302 -1.49968 0.48163
H -0.92652 -2.48821 0.53883
H -0.28951 -2.11740 -2.03208

=====

Model R:
16
Properties=species:S:1:pos:R:3 method="wB97M-V/def2-TZVPD" gap_ev=10.3 lumo_energy_ha=0.03194
N -0.13516 0.91267 1.05104
C -1.43727 1.03733 1.44548
O -2.35346 0.23972 1.29164
H 0.18251 1.81049 0.56584
H -0.08107 0.02653 0.49497
H -1.45786 1.85860 2.24077
C 0.07978 -0.46225 -1.73336
N 0.99713 -1.20710 -0.76205
C 2.30361 -0.49040 -0.82935
H 0.35700 -0.54114 -2.77592
H 0.03684 0.49076 -1.30254
H -1.03186 -0.70932 -1.60725
H 1.09951 -2.19791 -0.88287
H 2.90438 -1.07852 -0.12614
H 2.66467 -0.57006 -1.89480
H 2.44297 0.54575 -0.36469

=====

Referenced to the most stable arrangement, the calculated values in hartree are model P 0.0954; model Q 0.0034; model R 0.0000.

=====

Model P:
61
Properties=species:S:1:pos:R:3 method="wB97M-V/def2-TZVPD" gap_ev=9.7 lumo_energy_ha=-0.11287 total_charge=+1
O -2.29025 -2.70272 0.72614
H -5.39490 2.40101 1.30527
O -2.41203 1.26671 0.74461
H -1.81145 1.94615 1.06998
H -3.03323 1.43737 1.51191
O 1.22200 4.17136 2.12548
H 0.90105 5.15978 2.01613
H 2.07391 4.48161 2.33283
O -1.82518 1.25120 4.22536
H -1.71295 2.16150 4.53114
H -0.16702 -3.96734 -3.87362
O 3.06545 -3.44202 -2.73487
H -0.19249 2.17556 -1.04846
H -2.54989 0.99409 4.76097
O 0.14666 1.42047 -1.48102
H -0.10593 -0.08247 -1.35813
H 1.09640 1.28136 -1.31614
O -0.42414 -0.93708 -1.17388
H -0.72763 -1.33785 -1.93822
H -0.95637 3.21701 2.17891
O -2.11010 -3.82746 -1.65166
H -1.97996 -4.64558 -1.99710
H -2.98059 -3.64033 -1.43860
O 3.54988 1.43231 -0.22483
H 3.86943 0.95174 -0.89245
H 2.28152 -3.06045 -2.85944
O 4.37904 0.44893 -4.18529
H 3.94077 1.15850 -4.85529
H 4.17990 -0.51019 -4.61572
O 1.18982 -2.25818 -4.17721
H 0.89789 -2.30955 -5.10379
H -1.52073 -1.12378 1.16517
O -3.81904 -0.67051 -2.26360
H -4.20619 -0.14007 -1.58706
H -3.29688 -1.36733 -1.91747
O 1.48384 0.77590 2.52647
H 0.68672 0.29375 2.15941
H 1.73402 1.10020 1.49821
O -4.54975 2.54820 1.89409
H -1.88631 -3.48481 1.24472
H -4.86388 2.06196 2.76290
O 0.08089 -4.33447 -3.01114
H 1.15417 -1.24833 -4.00596
H -2.09206 -3.14738 -0.22614
O -0.92075 -0.29908 1.14942
H -1.72293 0.39839 0.49671
H -0.37770 -0.45134 0.33056
O 3.40581 4.25823 0.15363
H 3.63472 3.39187 0.40404
H 3.00396 4.17161 -0.76105
O -1.95699 3.29640 2.23103
H 0.52558 -3.58776 -2.61563
H -2.12051 4.12797 1.78573
O 0.30305 -1.03967 4.08032
H -0.41629 -0.82503 4.81314
H 0.26824 -0.07983 3.74876
O 1.77963 -1.89599 1.42624
H 1.50995 -1.27773 0.73742
H 2.08403 -1.30009 2.13437
H 3.65496 -3.16420 -3.40493
H 4.23599 2.13969 -0.20744

=====

Model Q:
61
Properties=species:S:1:pos:R:3 method="wB97M-V/def2-TZVPD" gap_ev=10.3 lumo_energy_ha=-0.10179 total_charge=+1
O 0.76812 -1.51493 -3.20143
H 0.43632 2.25853 1.50012
O -2.27863 3.59658 -1.54596
H -2.22119 3.50605 -2.58234
H -1.60851 4.15506 -1.09004
O -1.57292 3.24549 2.60902
H -2.31929 3.17104 3.27473
H -1.99123 3.69240 1.92123
O -3.16753 0.63646 1.03333
H -3.58340 0.99841 0.37020
H 1.87013 0.79205 -0.24206
O 4.44053 2.46261 -1.52107
H 0.05364 4.78987 2.93328
H -2.35917 1.08689 1.29493
O -0.05316 4.91554 2.13191
H 2.53619 -1.98354 0.79584
H 0.62392 5.20857 1.42075
O 3.18129 -2.67286 0.55565
H 2.80341 0.12030 -1.36235
H -4.43665 -0.81704 -1.73250
O 2.26268 -0.25774 4.23092
H 3.07977 -0.78663 3.98273
H 1.86631 -0.64560 4.97121
O 0.29164 -1.39387 2.08652
H 1.22344 -1.11851 2.17319
H 3.77727 2.55840 -0.93904
O -0.60990 -4.38446 3.40503
H -0.14624 -4.32184 2.46419
H -0.47221 -5.29897 3.59511
O 4.47483 -1.69848 -2.89847
H 4.33632 -0.74228 -2.93957
H 3.63658 -2.31659 1.37996
O 0.49377 1.10125 -2.25403
H 0.56747 1.29581 -3.15717
H 0.07843 0.28167 -2.00178
O 0.47318 2.52979 -4.96041
H 0.15388 2.36507 -5.88858
H 0.74882 3.36841 -4.79806
O -0.07406 1.41644 1.43569
H -2.69894 -2.22592 -0.37740
H -0.54122 1.62974 2.37994
O 2.44648 0.02047 -0.33512
H 4.98872 -2.05837 -2.12323
H 1.04332 -1.64920 -4.25875
O -1.65938 -2.53340 -0.95341
H -0.96923 -2.30851 -0.39078
H -1.29304 -1.89824 -1.58771
O 1.87922 -5.43474 1.84202
H 1.72142 -4.99874 2.69252
H 2.18546 -4.55721 1.28559
O -3.52827 -0.76460 -1.32546
H 1.51618 -1.91053 -2.62967
H -3.33411 0.13612 -1.67585
O -4.46201 2.01027 -0.98855
H -3.93704 2.79124 -1.35797
H -5.30312 2.29129 -0.72391
O -3.35507 -2.08185 0.78299
H -3.68871 -1.15683 1.00646
H -2.66106 -2.13788 1.52891
H 4.63646 3.47746 -1.65408
H 0.07431 -0.62569 1.50853

=====

Referenced to the most stable arrangement, the calculated values in hartree are model P 0.0000; model Q 0.0060.

=====

Model P:
47
Properties=species:S:1:pos:R:3 method="wB97M-V/def2-TZVPD" gap_ev=9.0 lumo_energy_ha=0.02193
C -3.59115 -0.48895 -2.42606
N -2.94928 -0.58785 -1.14312
C -3.62493 -0.49346 0.04832
O -4.81419 -0.31408 0.14823
C -2.61040 -0.66570 1.18356
C -2.64860 0.55037 2.10866
C -2.94780 -1.94328 1.96082
C -1.31829 -0.80551 0.43012
C -0.02612 -0.97120 0.87019
C 0.96980 -1.12590 -0.08242
S 2.64773 -1.42458 0.44939
O 2.99210 -2.76402 0.06562
O 2.77341 -1.07043 1.83688
N 3.53987 -0.37039 -0.52876
C 4.81034 -0.89747 -0.97753
C 3.61022 0.96505 0.04328
C 2.24250 1.58476 0.07978
C 1.57693 1.85634 -1.10974
C 0.31354 2.41643 -1.09533
C -0.29386 2.72409 0.11030
C 0.36389 2.45920 1.29877
C 1.62455 1.88737 1.28398
C 0.69761 -1.13299 -1.43597
C -0.59881 -0.94586 -1.89203
C -1.59516 -0.78042 -0.94416
H -3.45580 -1.40992 -2.99630
H -3.18640 0.35057 -2.99440
H -4.65331 -0.32729 -2.24504
H -1.94046 0.42213 2.92299
H -3.65008 0.66248 2.51727
H -2.39077 1.45149 1.55877
H -2.24882 -2.07422 2.78270
H -3.95818 -1.87204 2.35644
H -2.88728 -2.81336 1.31045
H 0.24006 -0.98619 1.91433
H 5.11114 -0.37961 -1.88944
H 4.66708 -1.95471 -1.18524
H 5.59602 -0.78764 -0.22188
H 4.27023 1.56128 -0.59455
H 4.03382 0.92467 1.05563
H 2.05742 1.62286 -2.04818
H -0.19525 2.62333 -2.02548
H -1.27453 3.17785 0.11921
H -0.10378 2.70159 2.24152
H 2.13145 1.66592 2.21070
H 1.51292 -1.28208 -2.12485
H -0.81934 -0.93863 -2.94742

=====

Model Q:
47
Properties=species:S:1:pos:R:3 method="wB97M-V/def2-TZVPD" gap_ev=8.4 lumo_energy_ha=0.02124
C -1.21820 -2.25764 2.30129
S -2.50686 -0.99970 2.44507
O -3.35914 -1.21845 3.60983
O -3.26124 -0.91731 1.17827
N -1.57358 0.45136 2.67864
C -2.00780 1.30094 3.76840
C -1.04080 2.46603 3.56897
C -1.02719 2.69532 2.08244
C -1.31022 1.28195 1.49574
C -0.15372 0.68953 0.69192
O 0.92419 0.46007 1.58395
C 0.13895 1.54540 -0.55568
N 0.72760 0.60212 -1.50747
C 2.05403 0.19903 -1.56425
C 3.19158 0.60229 -0.89506
C 4.42591 0.04553 -1.29313
C 4.46124 -1.03245 -2.18265
C 3.31614 -1.47317 -2.80229
C 2.13099 -0.82088 -2.48857
C 0.84476 -1.09894 -2.97289
C 0.46852 -2.08725 -3.86360
C -0.89544 -2.24240 -4.11919
C -1.81750 -1.36930 -3.46100
C -1.39104 -0.36917 -2.61162
C -0.02343 -0.23825 -2.32972
H -0.55674 -2.02096 1.48317
H -1.73650 -3.21560 2.15076
H -0.71374 -2.29111 3.25462
H -3.02738 1.63895 3.63549
H -1.87567 0.89802 4.79104
H -0.06343 2.16999 3.94567
H -1.35068 3.35468 4.06752
H -1.80166 3.41540 1.75193
H -0.04680 3.12016 1.75182
H -2.19619 1.33059 0.85782
H -0.50461 -0.23526 0.30642
H 0.50323 0.15431 2.42203
H 0.82016 2.38296 -0.33874
H -0.78774 2.00390 -0.91037
H 3.10531 1.40207 -0.16114
H 5.37205 0.39480 -0.86022
H 5.40400 -1.52008 -2.35720
H 3.41502 -2.28324 -3.51703
H 1.19681 -2.77142 -4.33635
H -1.21118 -3.04284 -4.80916
H -2.88149 -1.41299 -3.69125
H -2.16047 0.31301 -2.19424

=====

Model R:
47
Properties=species:S:1:pos:R:3 method="wB97M-V/def2-TZVPD" gap_ev=7.8 lumo_energy_ha=-0.00338
C 0.10520 0.41531 -4.91784
C 0.77344 -0.39228 -3.82436
C 1.77434 -1.41150 -4.18334
C 2.46435 -1.99288 -3.33667
C 2.07708 -1.70661 -2.08689
C 1.34534 -0.73981 -1.69267
C 0.69551 0.02947 -2.66197
H -0.24934 0.42594 -2.36331
N 1.07382 -0.64441 -0.36239
S 1.08998 1.01410 0.32177
O 1.52013 0.70555 1.69413
O 2.07024 1.59930 -0.61786
C -0.67577 1.81874 0.05900
C -1.36056 1.49337 1.14255
C -2.78354 2.06353 0.90083
C -2.86342 2.97878 -0.19547
C -2.05824 3.25675 -1.11012
C -0.69921 2.61166 -1.01277
H 0.00836 2.56260 -1.62184
H -2.09338 3.73690 -1.97409
H -4.00317 3.27702 -0.35409
H -3.21702 1.98875 1.67751
H -1.05056 0.91697 2.00276
C 1.03416 -1.57507 0.66774
C -0.71080 -1.82482 1.03478
O -1.52581 -1.43956 0.33817
N -0.97940 -1.49142 2.38193
C 0.12975 -1.75196 3.54648
C -0.68617 -1.46203 4.71662
H -0.28228 -0.92810 5.60935
C -2.06466 -1.03395 4.28905
C -2.34160 -1.57233 2.81695
H -2.80393 -0.94796 2.23844
H -2.77116 -2.42678 2.90586
H -2.94449 -1.06840 4.88862
H -1.83810 0.01712 4.28750
H -1.11934 -2.67115 5.08075
H 0.94939 -2.34653 3.57531
H 0.73974 -0.72144 3.40394
H 1.71752 -1.58213 1.44868
H 1.05931 -2.44511 0.28104
H 3.14461 -2.21605 -1.31953
H 3.30829 -2.66382 -3.76076
H 1.96193 -1.36146 -5.44379
H 0.53122 1.26318 -5.26480
H -0.05332 -0.11722 -5.81324
H -1.01993 0.63970 -4.58886

=====

Referenced to the most stable arrangement, the calculated values in hartree are model P 0.0000; model Q 0.0430; model R 0.6296.